Molecular formula: C3H7PS
Method: DFT, ωB97M-V with the def2-TZVPD basis set

Values from the calculation:
2S+1: 1
frontier orbital gap (spin up / spin down): 0.2816 / 0.2459 Eh
E_HOMO (spin up / spin down): -8.9 / -8.5 eV
total charge: 0
energy relative to the best compared isomer or geometry (same formula, charge and spin): 78.7 kcal per mole

```
12
Properties=species:S:1:pos:R:3:forces:R:3
C 1.154532 -0.642405 0.174298 0.04 -0.91 -1.73
C -0.753089 0.255303 1.480085 3.39 -2.55 1.66
C -0.178781 -0.655753 0.364761 -2.09 0.98 1.50
P -0.749623 0.985257 -2.108419 0.50 0.60 0.48
S 2.017403 -1.331191 -1.090072 -0.06 -0.17 0.38
H 1.582435 -0.013534 0.869681 1.81 1.26 1.31
H -0.381969 -0.060377 2.571085 -0.60 0.41 -2.35
H -0.370006 1.211669 1.324749 0.84 1.74 -0.15
H -1.760021 0.375383 1.564825 -2.97 -0.24 -0.22
H -0.862767 -1.300792 -0.128871 -0.27 -0.57 -0.58
H -0.362400 -0.023302 -2.956601 -0.28 -1.03 -0.67
H 0.664287 1.199741 -2.065520 -0.31 0.47 0.36
```
Forces are in eV/Å.



Molecular formula: C3H7PSi
Method: DFT, ωB97M-V with the def2-TZVPD basis set

Values from the calculation:
2S+1: 1
frontier orbital gap: 0.3430 Eh
E_HOMO: -8.5 eV
SMILES string: CC#CP[SiH3]
total charge: 0
energy relative to the best compared isomer or geometry (same formula, charge and spin): 1.8 kcal per mole

```
12
Properties=species:S:1:pos:R:3:forces:R:3
C 2.783463 0.461471 0.478437 1.71 1.34 1.41
C 1.401686 0.741338 0.194560 2.93 -0.22 0.88
C 0.254428 0.981134 0.115639 -2.95 0.39 0.13
P -1.422370 1.489146 0.034089 -0.49 -0.23 -0.65
Si -2.534010 -0.581486 -0.265718 1.69 1.76 1.16
H 3.430176 0.631080 -0.371419 0.13 0.44 -0.27
H 3.280660 0.989954 1.420391 -1.42 -0.78 -1.98
H 2.896461 -0.569357 0.651667 0.09 -1.52 0.45
H -1.265863 1.518376 -1.399039 -0.66 0.18 0.36
H -3.494515 -0.108586 -1.150290 -1.47 0.22 -1.37
H -3.132390 -1.223646 0.879710 -0.09 -0.31 0.50
H -1.370349 -1.155452 -0.836212 0.52 -1.27 -0.62
```
Forces are in eV/Å.



Molecular formula: C3H7PSi
Method: DFT, ωB97M-V with the def2-TZVPD basis set

Values from the calculation:
2S+1: 1
frontier orbital gap: 0.3509 Eh
E_HOMO: -8.7 eV
SMILES string: CC#CP[SiH3]
total charge: 0
energy relative to the best compared isomer or geometry (same formula, charge and spin): 0.9 kcal per mole

```
12
Properties=species:S:1:pos:R:3:forces:R:3
C 1.658597 -1.958325 0.874156 0.54 -2.36 0.39
C 1.228246 -1.032537 -0.089738 -1.07 2.26 -1.28
C 0.667956 -0.123884 -0.663700 0.51 0.29 0.18
P 0.115410 1.447656 -1.361269 0.20 -1.00 0.72
Si -1.818510 1.798819 -0.175727 1.14 -1.74 -1.41
H 2.446150 -1.593256 1.490807 0.83 0.57 0.33
H 0.817678 -2.076507 1.554253 -0.04 -0.76 0.06
H 2.050927 -2.916619 0.429820 -0.76 0.72 0.56
H -0.699238 0.750133 -2.250599 -0.34 0.17 -0.77
H -1.993872 3.117634 -0.609429 -1.08 1.45 -0.96
H -1.775737 1.950330 1.185239 0.50 0.11 2.57
H -2.697606 0.636555 -0.383813 -0.42 0.29 -0.40
```
Forces are in eV/Å.



Molecular formula: C3H7S
Method: DFT, ωB97M-V with the def2-TZVPD basis set

Values from the calculation:
2S+1: 1
frontier orbital gap: 0.2352 Eh
E_HOMO: -2.5 eV
total charge: -1
energy relative to the best compared isomer or geometry (same formula, charge and spin): 33.3 kcal per mole

```
11
Properties=species:S:1:pos:R:3:forces:R:3
S -0.076139 3.202660 -1.242428 -0.19 0.03 0.03
H 1.243839 2.992485 -1.205414 0.19 -0.02 0.00
C 0.190141 -0.552018 -0.826676 0.68 0.85 1.08
C 0.110760 -1.145009 0.559946 -0.55 1.16 -1.03
C -0.753970 -0.652970 1.444564 -0.04 -1.13 1.85
H 0.678267 -1.272095 -1.485213 0.03 0.47 -0.26
H -0.763838 -0.182182 -1.196880 -0.14 -0.55 -0.06
H 0.696094 0.415738 -0.694267 0.55 -0.21 -0.72
H 0.881233 -1.872902 0.793836 -0.82 -0.90 0.08
H -1.109602 -1.296451 2.258804 0.91 0.24 0.41
H -1.096789 0.362745 1.593732 -0.62 0.05 -1.39
```
Forces are in eV/Å.



Molecular formula: C3H7S
Method: DFT, ωB97M-V with the def2-TZVPD basis set

Values from the calculation:
2S+1: 1
frontier orbital gap: 0.1960 Eh
E_HOMO: -2.6 eV
total charge: -1
energy relative to the best compared isomer or geometry (same formula, charge and spin): 179.2 kcal per mole

```
11
Properties=species:S:1:pos:R:3:forces:R:3
C 0.328743 -0.416596 0.701366 0.56 -0.74 -2.39
C 1.067819 -0.432406 -0.667114 0.06 -1.30 1.35
C -0.231222 0.658396 -0.225186 3.03 -1.77 -1.60
S -2.878596 0.736675 1.304858 1.25 0.13 -1.09
H 1.063671 -0.152036 1.468375 -0.80 0.26 0.02
H 0.832551 -1.253964 -1.373017 -0.34 0.74 0.47
H -0.256301 -1.313470 0.869119 -0.42 0.48 0.48
H -0.975910 0.326413 -1.738191 1.18 0.69 2.67
H 2.148620 -0.514667 -0.391417 -0.45 1.22 -0.87
H 0.232193 1.620365 -0.045715 -0.43 0.14 -0.41
H -1.331567 0.741291 0.096920 -3.64 0.14 1.40
```
Forces are in eV/Å.



Molecular formula: C3H8
Method: DFT, ωB97M-V with the def2-TZVPD basis set

Values from the calculation:
2S+1: 1
frontier orbital gap: 0.3739 Eh
E_HOMO: -9.1 eV
SMILES string: C=C.C
total charge: 0
energy relative to the best compared isomer or geometry (same formula, charge and spin): 52.0 kcal per mole

```
11
Properties=species:S:1:pos:R:3:forces:R:3
C 2.289441 -1.325414 0.033773 -0.23 1.81 -0.45
C 2.726019 -0.877740 -1.162672 0.24 -1.03 0.76
H 3.000890 -1.696856 0.763402 -0.49 -1.64 -0.38
H 1.316840 -0.973017 0.378510 0.54 0.58 0.60
H 3.376137 -1.561325 -1.702663 1.05 0.87 0.16
H 2.515038 0.111358 -1.554088 -1.12 -0.59 -0.70
C -3.066238 1.212626 0.636883 0.65 1.49 0.17
H -3.212039 1.915584 1.461550 -0.67 -0.52 0.32
H -3.956070 1.109666 0.026403 -0.04 -0.03 0.05
H -2.304874 1.816595 0.118841 -0.04 -0.84 -0.48
H -2.685147 0.268524 1.000058 0.09 -0.10 -0.06
```
Forces are in eV/Å.



Molecular formula: C3H8AsBr2
Method: DFT, ωB97M-V with the def2-TZVPD basis set

Values from the calculation:
2S+1: 1
frontier orbital gap: 0.2421 Eh
E_HOMO: -3.3 eV
total charge: -1

```
14
Properties=species:S:1:pos:R:3:forces:R:3
C 2.505100 -0.279011 -0.344870 0.13 0.38 -0.23
C 1.080042 0.179887 -0.406325 -0.19 -0.65 0.40
Br 0.797764 1.621664 -1.630423 -0.10 0.21 -0.14
C 0.035934 -0.318540 0.249604 0.42 0.31 -0.23
As -2.012217 0.245595 0.270872 -0.96 -0.04 0.27
Br 0.432067 -1.826661 1.391710 0.03 0.08 0.02
H 2.581739 -1.338328 -0.555585 -0.01 -0.29 0.10
H 2.918013 -0.074541 0.637828 0.09 -0.14 0.26
H 3.121740 0.246827 -1.065756 0.03 0.11 -0.15
H -1.908118 0.465470 1.860269 0.12 -0.09 -0.05
H -2.348909 -1.282965 0.547251 0.13 0.02 -0.12
H -2.038710 0.003839 -1.303405 0.08 0.04 -0.03
H -1.599712 1.747611 0.071275 0.12 0.02 -0.13
H -3.564738 0.609150 0.277558 0.10 0.05 0.02
```
Forces are in eV/Å.



Molecular formula: C3H8BBrO2
Method: DFT, ωB97M-V with the def2-TZVPD basis set

Values from the calculation:
2S+1: 1
frontier orbital gap: 0.3616 Eh
E_HOMO: -9.7 eV
SMILES string: CC[C@@H](Br)B(O)O
total charge: 0
energy relative to the best compared isomer or geometry (same formula, charge and spin): 0.0 kcal per mole

```
15
Properties=species:S:1:pos:R:3:forces:R:3
C -0.728604 1.080811 0.531182 -1.61 0.49 -0.99
C 0.021621 0.909510 -0.813634 -0.09 -0.47 1.99
C 0.959959 -0.254365 -0.750957 1.43 -2.04 -0.99
Br 2.713149 0.324936 -0.016826 -0.01 -0.01 0.45
B 0.563055 -1.634012 0.046097 -0.64 0.96 1.45
O 0.359292 -2.810145 -0.639113 0.71 1.95 -0.55
O 0.362751 -1.386413 1.443204 0.99 0.44 -2.96
H -1.594096 0.342679 0.554819 1.28 0.52 0.27
H -0.033947 0.925400 1.382502 -0.82 0.52 -0.43
H -1.294755 2.062772 0.472767 1.04 -0.81 0.63
H 0.698945 1.728197 -1.000408 -0.47 0.75 -0.45
H -0.690420 0.707954 -1.592718 -0.24 0.29 -0.62
H 1.339926 -0.440974 -1.773603 -0.61 -0.35 0.44
H -0.001078 -3.602794 -0.290989 -0.36 -0.79 0.92
H -0.017642 -2.048392 1.975166 -0.59 -1.46 0.84
```
Forces are in eV/Å.



Molecular formula: C3H8BFN2O3
Method: DFT, ωB97M-V with the def2-TZVPD basis set

Values from the calculation:
2S+1: 1
frontier orbital gap: 0.3721 Eh
E_HOMO: -9.8 eV
SMILES string: CNC(C)=O.O=NOBF
total charge: 0

```
18
Properties=species:S:1:pos:R:3:forces:R:3
C 2.802235 0.894952 -1.398736 0.01 -0.02 0.02
N 1.844303 0.265552 -0.515852 0.01 -0.02 0.01
C 0.495279 0.421513 -0.490764 0.01 0.06 -0.05
C -0.119893 1.365972 -1.498213 -0.03 -0.02 0.02
O -0.185742 -0.183873 0.320581 -0.01 0.07 -0.01
H 3.350366 0.150630 -1.978815 -0.02 0.00 -0.02
H 3.524317 1.488839 -0.835861 -0.02 0.02 0.00
H 2.290294 1.554135 -2.092607 0.02 0.01 -0.01
H 2.189591 -0.374164 0.182570 -0.01 0.00 0.01
H -1.193043 1.368527 -1.335569 0.00 0.00 0.00
H 0.263806 2.379156 -1.373854 0.01 0.00 -0.01
H 0.087430 1.044205 -2.519367 0.01 0.01 0.00
O -4.955507 -1.590273 2.372639 0.11 0.00 -0.07
N -3.888012 -1.193385 2.169801 -0.04 0.01 0.31
O -2.925490 -2.257221 2.234644 -0.05 0.03 -0.41
B -1.580398 -1.889459 2.199645 -0.11 -0.06 0.17
F -1.135247 -1.159206 3.209242 0.07 0.14 -0.14
H -0.864288 -2.285901 1.350517 0.03 -0.23 0.18
```
Forces are in eV/Å.